No. 1
DFT (ωB97M-V/def2-TZVPD) results for a structure of composition C47H49AsN3O5RuTe2.

Its energy above the lowest of the compared OMol25 structures with the same formula, charge and spin is 87.3 kJ/mol. As for the HOMO energy (alpha / beta): -10.874 / -12.583 eV. As for the charge: +2. The HOMO-LUMO gap (alpha / beta) is 6.10 / 4.76 eV. As for the multiplicity: 6.

Last column: Löwdin spin population.
Cartesian coordinates (Å):
H  4.12080  1.18499  2.03320  0.000
Ru  -0.77505  0.17629  0.71998  0.880
H  -0.31967  5.53990  1.66600  0.002
C  -4.24311  3.64001  0.68693  0.050
O  -1.49787  1.09399  2.41654  0.257
H  -0.18576  -2.59972  -0.33719  0.002
H  7.80263  -3.27704  -2.52300  0.000
C  6.84976  -3.41086  -2.02800  0.002
H  -4.84679  2.73702  0.71483  0.001
H  0.59654  0.79751  4.47219  0.001
C  -1.06891  4.76233  -0.74756  0.031
C  -4.08934  6.06856  0.71556  0.017
H  -4.76721  0.76422  -2.60369  0.006
H  2.40688  -2.77254  3.91471  -0.001
As  -3.01868  1.45228  3.06989  0.452
H  3.44444  -0.46405  1.92380  0.000
C  -0.99215  4.68347  1.71711  0.045
H  -6.09581  -1.10629  -1.57778  -0.001
C  1.50206  -3.10305  3.41673  0.008
C  -3.60624  -0.10202  4.06893  0.120
Te  1.46086  1.36458  1.99751  -0.004
C  0.27854  0.00720  -2.09644  -0.001
C  -4.88208  4.89891  0.78262  0.330
O  -0.54178  5.81121  -1.02425  0.007
C  0.56918  -2.01418  -0.85879  0.027
C  -0.54623  -2.58259  2.24302  0.016
C  -2.89490  3.53150  0.54421  0.234
H  0.12097  1.10840  -4.48611  0.000
C  -0.15758  1.80758  -3.70781  -0.002
H  2.68896  -1.50241  -0.62249  0.000
C  -3.29650  -1.20796  0.32975  0.055
C  2.52076  -1.93586  -5.17529  0.000
C  4.43648  -3.76956  -0.76687  0.058
C  -2.61194  -1.96492  1.28576  0.283
O  3.45675  -5.23930  2.71831  0.071
H  0.64728  -2.76614  -5.82074  0.000
H  -2.43789  2.55895  0.50347  0.013
H  0.48580  3.37253  -5.96377  0.000
C  1.89653  -2.03028  -0.09357  0.061
H  5.86567  -4.13245  -3.79603  0.000
H  -3.99842  -0.86397  3.40437  0.004
C  -3.15454  0.51523  -1.24066  0.013
C  -0.79844  -3.95833  2.12631  0.038
C  -0.15294  1.37514  -2.36686  0.009
N  -2.61887  -0.13574  -0.19305  0.113
C  -1.97582  4.71239  0.51019  0.061
H  -2.71980  -0.46217  4.59271  0.014
H  3.09218  -2.41702  -5.95864  0.000
H  -2.59324  1.34370  -1.63545  0.000
C  5.51617  -3.29665  -0.02750  0.013
H  2.90704  0.20660  -2.57660  0.000
H  1.77496  -1.61171  0.90335  0.011
C  4.53925  -4.08025  -2.11742  0.023
N  -1.32184  -1.64284  1.57284  0.195
H  -3.44617  3.56067  4.40631  0.001
C  -5.11774  -0.84850  -1.19279  0.020
C  -0.83232  3.60138  -1.69938  0.012
H  -4.57049  7.03688  0.77300  -0.005
H  -3.09748  -2.80015  1.77478  0.014
H  -1.05302  5.00155  -3.27266  0.000
C  -0.50415  3.09000  -4.07103  0.007
C  1.29227  -4.46909  3.21239  0.051
C  1.14672  -2.13354  -5.09816  0.000
H  -1.66818  -4.30278  1.58088  0.005
H  -0.73657  4.58866  -5.60423  0.000
H  -2.58999  2.31799  5.35693  0.010
C  -0.81925  3.96936  -3.03895  0.000
H  -1.71156  3.28039  4.11644  0.001
C  0.40861  -1.50719  -4.10388  0.000
H  -2.15458  6.91499  0.50614  0.011
H  -0.40823  3.76223  1.71421  0.002
H  3.69696  -4.46684  -2.67917  0.007
H  4.22188  -0.93149  -4.33164  0.000
H  7.58619  -2.76033  -0.11644  0.000
C  -2.65497  2.81418  4.38863  0.083
C  1.59979  0.92008  4.06887  -0.001
C  -0.49811  2.28722  -1.34377  0.005
C  1.04712  -0.68191  -3.18372  -0.001
C  0.10194  -4.88837  2.63154  -0.002
H  -5.95565  4.96485  0.88622  0.019
C  5.76273  -3.89062  -2.74629  0.002
H  -1.22136  2.97117  -6.10627  0.000
H  2.08835  1.76427  4.54833  0.000
H  3.51694  0.58295  0.47591  0.000
C  0.57365  -2.18314  2.97969  0.028
H  -0.08364  -5.94548  2.47316  -0.001
H  -1.56806  4.75232  2.64154  0.001
Te  2.59211  -4.02314  0.16737  0.670
H  2.18473  0.01544  4.21902  0.000
C  6.73028  -3.11672  -0.67435  0.000
O  -0.39546  1.95702  -0.05924  0.083
C  -2.74238  6.00968  0.57298  0.231
C  -4.58059  -1.54788  -0.14696  0.080
N  0.04791  -0.63304  -0.98948  0.012
C  3.15544  -1.10438  -4.26213  0.000
H  5.42899  -3.09351  1.03310  0.003
O  2.31974  -6.46705  4.15883  0.007
C  2.44654  -5.40771  3.35720  0.014
H  -4.37488  0.21423  4.77342  0.001
H  1.48461  -6.43668  4.64523  0.001
H  -5.10549  -2.38111  0.30193  0.002
C  -4.38196  0.19454  -1.77049  0.104
H  0.72522  -1.13193  3.13962  0.001
C  -0.49524  3.53105  -5.51505  0.001
H  0.71229  -2.44731  -1.84417  0.005
C  3.37181  0.55790  1.55493  -0.001
H  -0.66479  -1.65286  -4.04590  0.000
C  2.41836  -0.47285  -3.26769  0.000

***

No. 2
DFT (ωB97M-V/def2-TZVPD) results for an isolated molecule of C17H15FN4O8S.

Its energy above the lowest of the compared OMol25 structures with the same formula, charge and spin is 11.8 kJ/mol. As for the HOMO energy: -9.311 eV. The SMILES is O=C(OC[C@H]1O[C@H](c2[nH]nc3c(=O)[nH]cnc23)[C@H](O)[C@@H]1O)c1ccc(S(=O)(=O)F)cc1. The HOMO-LUMO gap is 8.54 eV.

Last column: Löwdin charge in e.
Cartesian coordinates (Å):
S  7.70804  0.59077  2.44316  0.759
C  2.35522  -1.87972  0.70152  -0.401
O  7.60275  1.56929  3.53158  -0.284
F  8.48751  -0.70198  2.97742  -0.166
N  -4.93519  1.35192  -0.16211  0.087
H  -0.38632  1.45118  0.92438  0.105
H  5.52908  -0.90547  3.95825  0.128
C  0.64026  -2.01656  -0.98721  -0.086
O  1.73552  -2.52970  1.50692  0.123
C  4.39704  -0.52728  0.26867  0.014
C  -3.64079  -0.08693  -1.76756  -0.088
H  4.10258  -0.37510  -0.76558  0.125
N  -4.72183  0.51001  -3.67041  0.118
C  -0.24208  -0.78554  -0.90810  -0.232
O  -6.99326  2.64659  -3.39223  0.062
H  -6.07600  2.83178  0.84858  0.137
O  0.08527  0.59713  1.07501  -0.006
C  -5.27324  1.16144  -2.65255  -0.128
H  3.46351  -1.91244  3.24791  0.128
O  2.01291  -1.67628  -0.62848  0.009
C  -2.63784  -0.78267  -0.86338  -0.176
H  -0.65985  -1.39922  1.12031  0.171
H  6.22818  0.53275  -0.06605  0.113
C  -2.11878  0.00806  0.29774  -0.239
N  -6.67462  2.60392  -1.19479  0.127
O  -1.45209  -1.10830  -1.62160  -0.058
C  4.04339  -1.35998  2.51225  0.009
C  -0.67750  -0.45893  0.51612  -0.253
H  -2.95688  1.81398  -0.15585  0.090
C  6.05681  -0.04338  1.99463  -0.228
H  -7.41054  3.33314  -1.09031  0.175
H  -3.08640  -0.85341  -3.70650  0.192
O  8.38197  1.11329  1.22637  -0.299
C  -4.64311  0.78883  -1.40768  -0.179
H  0.25721  0.08322  -1.39121  0.179
H  -2.76871  -0.22257  1.15692  0.162
O  -2.06298  1.43324  0.04115  -0.030
C  5.60420  0.03692  0.66423  -0.041
N  -3.71410  -0.23000  -3.14574  0.070
C  -5.88965  2.23771  -0.07237  -0.109
H  0.65271  -2.31840  -2.03127  0.132
H  -3.05887  -1.74069  -0.53530  0.167
C  5.23910  -0.77394  2.90433  -0.038
H  0.21695  -2.87428  -0.40352  0.150
C  3.63168  -1.29915  1.16594  -0.098
C  -6.35126  2.16676  -2.46360  -0.393

***

No. 3
DFT (ωB97M-V/def2-TZVPD) results for a cluster of 2 separate species, C4H8NS in total.

Its energy above the lowest of the compared OMol25 structures with the same formula, charge and spin is 44.9 kJ/mol. As for the HOMO energy: -13.057 eV. As for the charge: +1. The HOMO-LUMO gap is 7.73 eV.

Last column: Löwdin charge in e.
Cartesian coordinates (Å):
H  -2.42084  -0.63736  0.07886  0.172
H  -1.98007  -1.12074  -1.59099  0.185
S  1.28978  2.76378  1.11994  0.459
H  1.05962  -3.19968  -0.27199  0.169
C  0.35524  -2.26897  -0.29813  0.014
H  -1.65865  -3.17347  -0.55252  0.126
C  0.64776  -0.86206  -0.53480  0.028
N  -0.45332  -0.16838  -0.73526  0.086
H  1.58909  -0.40906  -0.31826  0.137
C  -1.01634  -2.35096  -0.33196  0.030
H  -0.49565  0.80275  -0.51903  0.138
H  0.51187  3.65207  1.69541  -0.233
C  -1.57825  -0.97967  -0.54569  -0.142
H  2.48248  3.33350  1.50674  -0.167

***

No. 4
DFT (ωB97M-V/def2-TZVPD) results for a structure of composition C23H19BCaF4NOSSi.

As for the HOMO energy: -4.425 eV. As for the charge: -1. The HOMO-LUMO gap is 7.02 eV.

Last column: Löwdin charge in e.
Cartesian coordinates (Å):
F  -2.50178  3.90322  -4.26768  0.167
C  3.76360  2.34810  1.82378  -0.119
S  2.14820  0.15031  -3.20078  0.569
C  -0.46017  -1.17904  1.20317  -0.308
C  1.71325  -1.47138  -3.49000  -0.704
H  -0.29831  2.26037  3.02030  0.094
H  4.72177  2.76586  2.10958  0.088
O  -0.54701  -1.01633  -3.13342  -0.389
C  1.56192  2.61418  0.88853  -0.130
H  -0.34297  -4.45882  0.24941  0.091
H  3.68464  -2.17165  -3.87693  0.097
C  -0.49191  -3.78556  2.28373  -0.117
H  -3.31762  1.02224  0.24571  0.088
C  -2.29919  2.87678  3.46349  -0.106
C  -3.63290  2.85031  3.07515  -0.119
N  0.40990  -1.89058  -3.42048  -0.221
C  2.28456  -3.78503  -4.02065  -0.089
B  -1.77288  3.05549  -3.47833  -1.242
Si  -0.40833  0.57435  0.43038  0.673
H  -5.02706  2.15543  1.59687  0.092
C  0.03055  -3.17507  -3.61863  -0.042
C  -0.54966  -1.39444  2.58366  -0.105
C  3.50444  0.99667  2.00713  -0.105
H  -4.38527  3.36286  3.66356  0.089
H  -2.00780  3.40880  4.36257  0.091
H  -0.63950  -2.81147  4.19495  0.092
C  -0.56646  -2.67537  3.12114  -0.103
F  -0.59162  2.56672  -4.12941  0.017
H  -0.61329  -0.53922  3.25134  0.098
C  -0.38940  -2.31080  0.38416  -0.111
C  1.26807  1.25393  1.07315  -0.320
Ca  -0.51279  0.94429  -2.33959  1.172
C  2.65127  -2.48399  -3.81392  -0.104
H  3.03536  -4.52833  -4.25815  0.101
C  0.93379  -4.14886  -3.91913  -0.080
H  -0.50726  -4.78599  2.70087  0.089
H  4.26423  0.35420  2.43919  0.091
H  -0.32596  -2.17655  -0.69301  0.068
C  -1.66802  1.52940  1.53008  -0.305
H  0.59332  -5.16391  -4.06247  0.098
H  -1.03070  -3.33785  -3.51328  0.133
H  0.81152  3.26545  0.44556  0.099
C  -3.01896  1.52964  1.15915  -0.120
H  2.09191  -0.59719  1.79358  0.092
C  2.27333  0.46119  1.63706  -0.099
C  -3.99133  2.17149  1.91716  -0.107
F  -1.35243  3.61174  -2.25861  0.098
C  -1.33511  2.22382  2.69999  -0.112
C  2.78391  3.15934  1.26159  -0.105
F  -2.51909  1.85703  -3.13968  -0.014
C  -0.40141  -3.60102  0.91088  -0.105
H  2.97664  4.21525  1.10726  0.093

***

Record-wise molar mass values, in g mol⁻¹: 1167.1 454.4 102.2 512.4